i.
Formula: C3H14NO2
Source: the OMol25 dataset
Level of theory: the ωB97M-V functional and the def2-TZVPD basis

Element x y z (Å)
C 1.609 -0.275 0.760
C 0.091 -0.152 0.672
N -0.224 0.987 -0.282
C -1.590 1.553 -0.087
H 2.083 -0.602 -0.159
H 1.887 -0.966 1.556
H 2.012 0.681 1.119
H -0.379 -0.008 1.635
H -0.278 -1.063 0.199
H 0.540 1.655 -0.368
H -0.265 0.508 -1.180
H -1.620 1.971 0.922
H -1.770 2.397 -0.745
H -2.324 0.763 -0.156
H -5.081 0.235 -2.155
H -4.694 -0.102 -0.809
O -4.279 0.133 -1.652
H 5.005 -2.770 0.711
H 4.796 -1.292 0.312
O 4.388 -2.024 0.796

Computed properties:
Charge ... +1
Kohn-Sham gap ... 11.15 eV

***

ii.
Formula: C3H14NO2
Source: the OMol25 dataset
Level of theory: the ωB97M-V functional and the def2-TZVPD basis

Element x y z (Å)
C 0.307 1.699 -0.901
C 0.325 0.215 -1.265
N -0.164 -0.615 -0.094
C -0.393 -2.052 -0.393
H -0.693 2.055 -1.099
H 1.072 2.209 -1.455
H 0.450 1.830 0.160
H 1.255 -0.236 -1.571
H -0.447 0.033 -2.008
H 0.481 -0.480 0.700
H -1.045 -0.185 0.245
H 0.504 -2.648 -0.277
H -1.128 -2.422 0.304
H -0.693 -2.116 -1.433
H -3.199 0.809 1.223
H -2.157 0.523 2.308
O -2.260 0.627 1.354
H 2.798 0.886 1.799
H 2.794 -0.347 0.950
O 2.192 0.215 1.455

Computed properties:
Charge ... +1
Kohn-Sham gap ... 13.00 eV

***

iii.
Formula: C3H14NO2
Source: the OMol25 dataset
Level of theory: the ωB97M-V functional and the def2-TZVPD basis

Element x y z (Å)
C -0.925 0.469 -0.623
C -1.684 0.002 -1.894
C -1.539 1.017 -2.999
N -0.249 -0.758 0.125
H 0.041 0.918 -0.907
H -1.415 1.202 0.007
H -2.730 -0.242 -1.648
H -1.268 -0.975 -2.162
H -1.868 2.029 -2.807
H -0.539 1.060 -3.476
H -2.264 0.595 -3.757
H -0.917 -1.190 0.765
H -0.089 -1.500 -0.550
H 0.653 -0.521 0.544
H 1.389 -1.433 2.655
H 2.902 -1.746 2.019
O 2.007 -1.442 1.919
H 2.366 0.970 2.013
H 1.822 1.272 3.409
O 1.566 0.930 2.541

Computed properties:
Charge ... +1
Kohn-Sham gap ... 11.25 eV

***

So which one is most stable? That would be ii, about 75.0 kJ/mol below the next structure.

***

i.
Formula: C4H12O2
Source: the OMol25 dataset
Level of theory: the ωB97M-V functional and the def2-TZVPD basis

Element x y z (Å)
O -3.099 -0.091 0.639
C 0.000 0.000 0.000
C -2.616 -0.411 2.971
C -0.889 -0.806 1.010
C -2.040 0.026 1.591
H -2.864 0.449 -0.145
H -0.585 0.267 -0.896
H 0.929 -0.499 -0.322
H 0.266 0.927 0.535
H -1.931 -0.194 3.808
H -2.854 -1.488 2.981
H -3.549 0.157 3.124
H -1.256 -1.756 0.577
H -0.202 -1.059 1.841
H -1.922 1.128 1.626
O -4.249 -2.164 1.234
H -3.815 -1.312 1.468
H -5.067 -2.183 1.780

Computed properties:
Kohn-Sham gap ... 11.23 eV

***

ii.
Formula: C4H12O2
Source: the OMol25 dataset
Level of theory: the ωB97M-V functional and the def2-TZVPD basis

Element x y z (Å)
C -0.207 0.556 -1.469
O -1.203 -0.196 -2.149
C 0.830 -0.394 -0.887
C 0.367 -1.024 0.436
C 1.498 -1.294 1.403
H 0.225 1.305 -2.157
H -0.682 1.180 -0.714
H -1.185 -0.082 -3.081
H 1.809 0.090 -0.787
H 1.099 -1.218 -1.549
H -0.150 -1.969 0.255
H -0.310 -0.334 0.954
H 1.966 -0.361 1.717
H 2.210 -2.052 1.056
H 1.143 -1.822 2.295
H -1.299 1.572 1.383
H -0.451 2.372 2.551
O -1.295 1.984 2.237

Computed properties:
Kohn-Sham gap ... 11.29 eV

***

So which one is most stable? That would be ii, about 8.1 kJ/mol below the next structure.

***

i.
Formula: C6H9NO4
Source: the OMol25 dataset
Level of theory: the ωB97M-V functional and the def2-TZVPD basis

Element x y z (Å)
C 0.030 1.404 -1.224
C -0.174 0.234 -0.644
C -1.805 -1.642 -1.504
C -2.863 0.323 1.058
C 1.032 0.223 1.468
C 1.161 -1.700 -0.011
N 1.061 -0.245 0.077
O -3.525 1.075 0.511
O -2.835 -1.156 -1.595
O -2.224 -0.422 1.648
O 1.257 2.129 -1.147
H -0.758 1.890 -1.779
H 1.021 1.309 1.472
H 0.118 -0.144 1.931
H 1.901 -0.137 2.019
H 0.266 -2.131 0.431
H 1.189 -1.993 -1.058
H 2.051 -2.062 0.504
H 1.871 0.192 -0.384
H 1.223 2.854 -1.773

Computed properties:
Kohn-Sham gap ... 8.28 eV

***

ii.
Formula: C6H9NO4
Source: the OMol25 dataset
Level of theory: the ωB97M-V functional and the def2-TZVPD basis

Element x y z (Å)
C -0.312 -0.927 2.627
C -0.090 0.980 -1.363
C -1.379 0.606 -0.667
C 1.526 -1.145 0.391
C 0.592 0.975 0.026
C -0.442 -0.830 1.127
N -0.668 0.401 0.657
O -0.651 -1.957 3.182
O 0.285 0.032 3.321
O 1.693 0.204 0.321
O -1.305 -1.723 0.593
H 0.381 0.350 -2.046
H 0.098 2.045 -1.794
H -2.196 1.254 -0.501
H -1.733 -0.264 -0.993
H 2.120 -1.763 1.069
H 1.194 -1.656 -0.615
H 0.855 2.011 0.530
H 0.136 0.835 2.857
H -1.370 -2.452 1.242

Computed properties:
Kohn-Sham gap ... 8.81 eV

***

So which one is most stable? That would be i, about 73.2 kJ/mol below the next structure.

***

i.
Formula: C8H10NO2
Source: the OMol25 dataset
Level of theory: the ωB97M-V functional and the def2-TZVPD basis

Element x y z (Å)
C -0.631 -2.457 0.115
C 0.732 -2.759 -0.282
C -0.990 -1.113 0.293
C 1.680 -1.754 -0.145
C -0.049 -0.082 0.302
C 1.323 -0.439 0.159
C -0.636 1.193 0.683
C 2.446 0.592 0.008
N -1.210 2.066 -0.586
O 3.645 0.053 -0.015
O 2.180 1.754 -0.060
H -1.433 -3.198 0.134
H 1.057 -3.797 -0.465
H -2.122 -0.909 0.498
H 2.701 -1.888 -0.219
H -1.579 1.116 1.419
H 0.109 1.874 1.060
H -2.218 2.003 -0.762
H -1.023 2.994 -0.172
H 4.446 0.714 -0.079
H -0.521 1.885 -1.357

Computed properties:
Charge ... +1
Kohn-Sham gap ... 9.41 eV

***

ii.
Formula: C8H10NO2
Source: the OMol25 dataset
Level of theory: the ωB97M-V functional and the def2-TZVPD basis

Element x y z (Å)
C 3.200 -0.595 -0.118
C 1.953 -1.162 -0.330
C 3.033 0.780 -0.095
C 1.072 -0.063 -0.325
C -1.152 -1.113 -0.223
C -2.656 -0.614 -0.188
C -2.535 0.802 -0.338
C -0.325 0.061 -0.380
N -1.118 1.299 -0.496
O -0.826 -2.275 -0.217
O 1.761 1.093 -0.118
H 4.107 -1.144 0.017
H 1.524 -2.078 -0.479
H 3.944 1.445 -0.184
H -3.258 -1.084 -0.967
H -3.216 -0.877 0.726
H -3.140 1.674 -0.041
H -0.604 -0.144 2.688
H -0.041 0.338 2.358
H -0.891 1.624 -1.456
H -0.831 2.034 0.165

Computed properties:
Charge ... +1
Kohn-Sham gap (spin up / spin down) ... 7.35 / 7.60 eV

***

So which one is most stable? That would be i, about 474.7 kJ/mol below the next structure.

***

i.
Formula: C3H11NS
Source: the OMol25 dataset
Level of theory: the ωB97M-V functional and the def2-TZVPD basis

Element x y z (Å)
S -0.772 -2.449 -1.125
H -0.949 -3.608 -0.473
C 0.656 -0.339 1.683
C 0.195 0.779 0.754
N 0.255 0.550 -0.636
C -0.481 1.486 -1.487
H 1.538 -0.815 1.229
H 0.775 0.066 2.698
H -0.028 -1.198 1.736
H -0.793 1.128 1.148
H 0.731 1.712 1.054
H -0.083 -0.409 -0.868
H 0.912 -2.051 -0.483
H -1.508 1.627 -1.130
H -0.465 1.073 -2.496
H 0.016 2.448 -1.606

Computed properties:
Charge ... +1
Kohn-Sham gap (spin up / spin down) ... 9.51 / 5.89 eV
Expectation value of S² ... 0.75
Multiplicity ... 2

***

ii.
Formula: C3H11NS
Source: the OMol25 dataset
Level of theory: the ωB97M-V functional and the def2-TZVPD basis

Element x y z (Å)
C -0.098 -5.005 2.456
S 1.536 -4.162 2.095
H -1.174 -4.684 2.161
H -0.052 -5.936 1.890
H -0.103 -5.297 3.515
C -0.808 2.070 -2.209
C -0.375 3.098 -1.028
N 1.039 3.272 -0.902
H -1.654 1.374 -1.836
H -0.896 2.511 -3.208
H 0.021 1.397 -2.156
H -0.821 4.030 -1.325
H -0.528 2.645 -0.076
H 1.380 3.679 -0.064
H 1.442 3.904 -1.534
H 1.089 -2.896 2.221

Computed properties:
Charge ... +1
Kohn-Sham gap (spin up / spin down) ... 6.00 / 1.11 eV
Expectation value of S² ... 0.75
Multiplicity ... 2

***

So which one is most stable? That would be i, about 11.4 kJ/mol below the next structure.